# 1
This record from the Open Molecules 2025 dataset describes a 9-piece molecular cluster, C38H97N7O9 overall. The level of theory is the ωB97M-V functional and the def2-TZVPD basis.

Geometry as XYZ:
```
151
Properties=species:S:1:pos:R:3
O -0.1752 -0.5832 0.5239
H -0.1849 -1.3427 1.1111
H -0.7917 0.0880 0.8256
H -0.3771 -0.9440 -0.3425
O -1.0429 -1.8405 -1.5630
H -1.4803 -2.4726 -0.9600
C 1.8137 -4.9132 1.4222
C 1.0613 -3.6304 1.4904
C -0.1535 -3.5958 2.4781
O -1.0109 -2.6316 1.9995
C -2.3222 -2.6521 2.5210
N 1.8904 -2.4738 1.6619
H 2.2301 -5.0794 2.4158
H 2.6765 -4.7723 0.7712
H 1.1690 -5.7308 1.0998
H 0.6343 -3.4656 0.5012
H 0.2091 -3.2346 3.4405
H -0.6302 -4.5658 2.6191
H -2.8935 -1.9285 1.9394
H -2.3831 -2.3372 3.5628
H -2.8445 -3.5627 2.2278
H 2.5734 -2.4002 0.9215
H 2.4505 -2.6113 2.4911
C -0.5651 3.1184 2.2907
C -1.6083 2.7562 1.2263
C -1.3373 3.1345 -0.2232
O -1.3960 4.5574 -0.3437
C -1.2823 4.9464 -1.7054
N -1.9002 1.3200 1.3717
H -0.9270 2.9739 3.3087
H -0.1983 4.1388 2.1801
H 0.3565 2.5436 2.1997
H -2.5124 3.2758 1.5435
H -2.1507 2.7378 -0.8307
H -0.3809 2.7482 -0.5756
H -0.3003 4.6262 -2.0536
H -1.1807 6.0200 -1.8642
H -2.0902 4.4990 -2.2844
H -2.4188 1.1120 0.5303
H -2.5520 1.2118 2.1356
C -0.5645 2.4434 -4.4395
C -1.4450 1.3127 -3.8354
C -1.9886 0.2857 -4.7760
O -2.7115 0.7872 -5.9373
C -3.1036 -0.3182 -6.8317
N -0.6022 0.8095 -2.7606
H -1.0390 2.9889 -5.2552
H 0.3195 1.9301 -4.8181
H -0.3174 3.2550 -3.7552
H -2.3473 1.6229 -3.3085
H -2.4978 -0.4509 -4.1544
H -1.1117 -0.2134 -5.1884
H -3.8205 0.0017 -7.5879
H -3.5530 -1.1670 -6.3161
H -2.2338 -0.6346 -7.4074
H -0.9364 -0.0849 -2.4311
H 0.2773 0.4378 -3.0898
C 2.6786 -2.5131 -2.1581
C 1.8197 -2.9276 -3.3546
C 1.0671 -4.2965 -3.0203
O 1.9426 -5.4643 -3.0477
C 1.2386 -6.5982 -2.4468
N 0.8363 -1.8870 -3.5267
H 3.2687 -1.6681 -2.5130
H 3.3600 -3.2904 -1.8121
H 2.0816 -2.0931 -1.3487
H 2.3666 -3.1240 -4.2767
H 0.3455 -4.4422 -3.8242
H 0.5095 -4.2534 -2.0847
H 1.8245 -7.5173 -2.4556
H 0.3259 -6.8576 -2.9833
H 0.9134 -6.4647 -1.4151
H 0.2263 -2.2634 -4.2383
H 0.2061 -1.8887 -2.7375
C -5.0146 1.5491 -1.8732
C -4.7969 0.2449 -1.1556
C -5.4938 -0.9453 -1.8462
O -6.9010 -0.7861 -1.8207
C -7.5711 -1.9971 -2.3723
N -3.3497 0.1239 -0.9146
H -6.0636 1.8407 -1.8202
H -4.8295 1.5248 -2.9471
H -4.4347 2.3892 -1.4911
H -5.2506 0.4072 -0.1778
H -5.2110 -1.8163 -1.2550
H -5.0470 -1.1855 -2.8110
H -7.1583 -2.9564 -2.0602
H -7.5176 -1.8422 -3.4499
H -8.5974 -1.8873 -2.0219
H -2.9638 -0.8067 -0.9857
H -2.8918 0.4889 -1.7376
C 1.5254 1.0198 4.8501
C 0.3470 0.5361 5.7186
C 0.7143 -0.8987 6.2128
C -0.3022 -1.3277 7.3336
C -0.2615 -0.3690 8.4855
C -0.6116 1.0231 8.0752
N 0.1814 1.4502 6.8865
O -0.1193 2.7539 6.4947
C -2.1868 1.2461 7.9417
C -0.1600 1.8667 9.3528
C -0.8929 0.3904 4.7523
H 1.6693 0.4220 3.9501
H 2.4509 1.0311 5.4259
H 1.3101 2.0203 4.4751
H 0.7758 -1.7539 5.5399
H 1.7031 -0.8058 6.6620
H -0.0352 -2.3189 7.7002
H -1.2378 -1.4960 6.8002
H 0.6778 -0.4572 9.0315
H -1.0350 -0.7678 9.1419
H -2.5414 0.6123 7.1290
H -2.8038 0.9550 8.7918
H -2.4957 2.2495 7.6487
H 0.9257 1.9605 9.3340
H -0.5293 2.8891 9.2727
H -0.3759 1.4566 10.3394
H -1.4914 -0.4935 4.9731
H -0.5694 0.3739 3.7115
H -1.4895 1.2894 4.9072
H 0.6898 3.1818 6.7843
C 2.9064 0.6805 -0.8722
C 3.4888 1.7221 -1.8631
C 4.8444 2.1595 -1.2023
C 5.8158 2.7008 -2.1776
C 5.9130 1.8763 -3.4019
C 4.5739 1.5592 -4.1606
N 3.5972 1.0349 -3.1638
O 2.3922 0.6490 -3.5963
C 4.0435 2.7946 -4.8666
C 4.8103 0.3588 -5.1169
C 2.5056 2.9813 -2.0066
H 2.7738 1.1230 0.1151
H 3.5283 -0.1964 -0.6921
H 1.8818 0.3821 -1.0942
H 4.5859 2.7765 -0.3417
H 5.3412 1.3207 -0.7147
H 6.8149 2.9077 -1.7940
H 5.4625 3.6368 -2.6104
H 6.5989 1.0471 -3.2283
H 6.4330 2.5555 -4.0774
H 4.1769 3.7833 -4.4276
H 4.4622 2.9089 -5.8664
H 3.0048 2.6129 -5.1429
H 3.8792 -0.0569 -5.5022
H 5.4314 0.7366 -5.9290
H 5.3916 -0.4536 -4.6807
H 2.7967 3.7411 -2.7318
H 2.5328 3.4757 -1.0356
H 1.4885 2.6080 -2.1259
H 2.4754 -0.3074 -3.6039
```

⟨S²⟩   0.750
E_HOMO (alpha / beta)   0.5 / -6.0 eV
Total charge   -1
Calculated total energy   -2566.16115 a.u.
Multiplicity   2
HOMO-LUMO gap (alpha / beta)   1.78 / 8.26 eV
LUMO (alpha / beta)   0.08414 / 0.08281 Ha

***

# 2
This record from the Open Molecules 2025 dataset describes an isolated ion of composition C9H10NS and charge +1. The level of theory is the ωB97M-V functional and the def2-TZVPD basis.

Geometry as XYZ:
```
21
Properties=species:S:1:pos:R:3
C 2.9722 1.5882 0.0317
C 1.8846 2.4084 -0.2160
C 2.7227 0.2674 0.1250
C 0.5819 1.8836 -0.2637
C 1.4768 -0.2849 -0.0196
C 0.3338 0.5338 -0.1127
C -1.8646 0.5195 0.6523
C -1.3957 -1.3101 -1.3029
C -2.4679 -2.0912 -0.6839
N -0.9402 -0.0394 -0.1120
S -0.9025 -1.1832 -2.7686
H 4.0067 1.8364 0.1764
H 2.0606 3.4207 -0.3485
H 3.5997 -0.2765 0.5582
H -0.2016 2.5871 -0.2458
H 1.4482 -1.3606 0.1115
H -2.8650 0.2134 0.7737
H -1.5018 1.4155 1.2225
H -2.8197 -2.9882 -1.2996
H -2.1347 -2.5000 0.2234
H -3.3531 -1.5095 -0.6005
```

E_HOMO   -13.1 eV
Total charge   +1
Relative energy (zero: lowest compared OMol25 entry of this formula, charge and spin)   2.882 eV
Calculated total energy   -801.54281 a.u.
Multiplicity   1
HOMO-LUMO gap   8.06 eV
LUMO   -0.18680 Ha
SMILES string   C=[N+](C(C)=S)c1ccccc1

***

# 3
This record from the Open Molecules 2025 dataset describes C46H51F9N2O2P2ReSi as an isolated structure. The level of theory is the ωB97M-V functional and the def2-TZVPD basis.

Geometry as XYZ:
```
114
Properties=species:S:1:pos:R:3
Re -1.1703 -0.0747 0.3060
N -2.8578 1.4063 -0.0778
C -2.8890 1.7671 -1.5178
C -1.5000 1.6261 -2.0222
O -1.2171 2.0828 -3.1054
O -0.6702 0.9349 -1.2753
H -3.7303 1.1013 0.3305
H -2.5879 2.2004 0.4957
H -3.2069 2.8696 -1.6625
H -3.5698 1.1504 -2.1083
C 0.1219 -1.6716 0.0858
Si -0.2626 -3.2045 -1.0338
C 1.5828 -3.3880 -1.7351
N 1.6870 -2.8838 -3.0418
C 2.4367 -1.6599 -3.4428
C 3.5370 -1.9267 -4.4515
C 2.8886 -2.3635 -5.8057
C 1.6634 -3.2345 -5.5667
C 1.5870 -3.8673 -4.2265
C -0.5731 -4.5966 0.1891
C 0.1535 -4.5016 1.3956
C -0.0402 -5.4060 2.4832
C -0.8198 -6.5132 2.3417
C -1.4396 -6.7429 1.1134
C -1.2977 -5.8649 0.0238
C -1.6304 -3.2518 -2.2566
C -2.7184 -4.1421 -2.1769
C -3.6783 -4.1125 -3.2605
C -3.6161 -3.1515 -4.2864
C -2.5461 -2.2002 -4.2623
C -1.6705 -2.2104 -3.2045
H 1.0876 -1.3005 -0.2962
H 0.2446 -2.0455 1.1318
H 1.7726 -4.4822 -1.6520
H 2.2957 -2.9218 -1.0381
H 2.8061 -1.1192 -2.5403
H 1.7228 -1.0151 -3.9455
H 4.1578 -2.6782 -4.0253
H 4.1124 -0.9866 -4.5778
H 3.6019 -2.9693 -6.3879
H 2.5985 -1.4503 -6.3911
H 1.6407 -3.9951 -6.3421
H 0.7064 -2.6653 -5.7185
H 2.3855 -4.6559 -4.1114
H 0.6905 -4.4608 -4.1870
H 0.9619 -3.7180 1.5469
H 0.5644 -5.2390 3.3838
H -0.9038 -7.3571 3.0432
H -2.0418 -7.6226 0.9113
H -1.5346 -6.1782 -0.9923
H -2.8780 -4.7852 -1.3204
H -4.4738 -4.8274 -3.3209
H -4.4122 -3.0578 -5.0029
H -2.3823 -1.5317 -5.0900
H -0.8630 -1.4369 -3.2064
F 0.6355 4.0137 8.0142
C 1.8491 3.9741 7.3557
F 2.4205 5.2261 7.4558
F 2.6727 3.0740 7.9934
C 1.6553 3.6276 5.9081
C 2.3907 2.5798 5.2781
C 2.1707 2.2615 3.9510
C 1.1565 2.9900 3.2299
C 0.6041 4.1083 3.7921
C 0.7961 4.3683 5.1569
P 0.7131 2.5775 1.5118
C 2.2374 2.4893 0.5749
C 3.3688 3.1243 1.1428
C 4.4709 3.4076 0.3959
C 4.5945 2.8764 -0.8839
C 3.5359 2.1148 -1.4695
C 2.3913 1.9608 -0.7024
C 5.8472 3.1465 -1.6496
F 6.5444 4.1750 -1.1370
F 6.7328 2.1085 -1.6551
F 5.4906 3.4079 -2.9700
C -0.4160 3.7463 0.8736
C 0.0205 4.7453 0.0003
C -0.9118 5.6784 -0.4926
C -2.2931 5.5625 -0.0863
C -2.6271 4.7618 0.9711
C -1.6981 3.8156 1.4188
C -3.3753 6.1766 -0.8982
F -4.0513 7.0999 -0.1062
F -2.9410 6.8706 -2.0300
F -4.2740 5.2143 -1.3629
H 3.0423 1.9202 5.8322
H 2.8560 1.5651 3.4436
H 0.0825 4.8265 3.1628
H 0.2299 5.1497 5.6381
H 3.3502 3.4326 2.1727
H 5.2000 4.0830 0.7983
H 3.5723 1.7321 -2.5064
H 1.5636 1.4127 -1.1545
H 1.0686 4.7707 -0.2748
H -0.5740 6.4316 -1.1869
H -3.5633 4.9185 1.5365
H -2.0747 3.1123 2.1865
C -0.0584 0.8453 1.8307
H -0.5895 0.8561 2.7984
H 0.7207 0.0470 2.0299
C -3.5907 -2.4914 1.3352
P -2.5287 -1.1408 2.0596
C -1.4844 -2.0182 3.3674
C -3.6794 -0.4199 3.3757
H -4.1047 -2.9360 2.1924
H -3.1512 -3.3604 0.8572
H -4.3363 -2.0765 0.6192
H -1.7095 -3.0914 3.4642
H -1.5576 -1.5658 4.4180
H -0.4407 -2.0067 3.1959
H -3.8597 -1.2022 4.1357
H -4.6522 -0.1852 3.0333
H -3.2680 0.4365 3.9425
```

⟨S²⟩   3.780
E_HOMO (alpha / beta)   -4.9 / -6.9 eV
Relative energy (zero: lowest compared OMol25 entry of this formula, charge and spin)   3.473 eV
Calculated total energy   -3992.58967 a.u.
Multiplicity   4
HOMO-LUMO gap (alpha / beta)   4.66 / 6.72 eV
LUMO (alpha / beta)   -0.00719 / -0.00726 Ha

***

# 4
This record from the Open Molecules 2025 dataset describes C37H35F6IrN5OP2S as an isolated structure. The level of theory is the ωB97M-V functional and the def2-TZVPD basis.

Geometry as XYZ:
```
88
Properties=species:S:1:pos:R:3
Ir 0.3125 -0.4992 -0.2758
C -2.3775 1.4906 2.3998
C -1.3228 0.7096 3.1823
C -0.1174 1.6068 3.4374
C -0.9039 -0.6623 2.5691
C -0.4896 -1.6437 3.6804
O 0.9319 -1.6340 3.6209
C 1.3029 -1.0687 2.4944
N 0.3262 -0.6100 1.7465
C 2.7522 -0.9617 2.3187
C 3.4994 -0.8695 3.5017
C 4.8755 -0.7600 3.4679
C 5.5414 -0.7668 2.2511
C 4.8220 -0.8626 1.0724
C 3.4313 -0.9461 1.0921
P 2.5888 -1.0503 -0.5140
C 2.9811 -2.6676 -1.2111
C 2.7407 -2.9103 -2.5660
C 3.1226 -4.1154 -3.1242
C 3.6825 -5.1022 -2.3267
C 3.8595 -4.8875 -0.9650
C 3.5010 -3.6796 -0.3973
C 3.3384 0.2937 -1.4708
C 3.7561 0.1909 -2.7973
C 4.1636 1.3265 -3.4766
C 4.1600 2.5631 -2.8508
C 3.7948 2.6620 -1.5143
C 3.3768 1.5400 -0.8291
H -2.8338 2.2161 3.0691
H -3.1685 0.8424 2.0288
H -1.9383 2.0393 1.5723
H -1.7761 0.4541 4.1456
H 0.3744 1.8606 2.4995
H 0.6027 1.1350 4.1020
H -0.4630 2.5274 3.8994
H -1.7272 -1.0684 1.9786
H -0.8365 -2.6693 3.5124
H -0.7915 -1.3282 4.6788
H 2.9861 -0.8630 4.4492
H 5.4258 -0.6624 4.3901
H 6.6165 -0.6990 2.2211
H 5.3342 -0.8750 0.1198
H 2.2428 -2.1766 -3.1780
H 2.9635 -4.2865 -4.1773
H 3.9576 -6.0490 -2.7615
H 4.2777 -5.6632 -0.3435
H 3.6451 -3.5231 0.6623
H 3.7893 -0.7630 -3.2978
H 4.4803 1.2485 -4.5036
H 4.4475 3.4488 -3.3947
H 3.8347 3.6142 -1.0076
H 3.0921 1.6147 0.2150
S -1.4496 -2.3747 -0.3992
C -2.7486 -1.1765 -0.5080
N -3.9663 -1.6527 -0.5813
N -5.0182 -0.8692 -0.8119
C -5.8486 -0.3740 0.1330
C -6.8800 0.5051 -0.2620
C -7.6317 1.1456 0.6951
C -7.4134 0.8890 2.0493
C -6.4511 -0.0417 2.4425
C -5.6695 -0.6708 1.5016
N -2.5234 0.1130 -0.4827
N -1.3813 0.7012 -0.4987
C -1.2779 1.9960 -0.8807
C -2.4197 2.7693 -1.1788
C -2.2656 4.0574 -1.6273
C -0.9988 4.6078 -1.7969
C 0.1318 3.8615 -1.4806
C -0.0033 2.5763 -1.0122
H -5.2358 -0.6647 -1.7899
H -7.0516 0.6839 -1.3129
H -8.3976 1.8446 0.3946
H -8.0033 1.4019 2.7926
H -6.3175 -0.2705 3.4887
H -4.9419 -1.4162 1.7875
H -3.3964 2.3287 -1.0500
H -3.1368 4.6498 -1.8560
H -0.9028 5.6163 -2.1651
H 1.1177 4.2827 -1.6043
H 0.8704 1.9807 -0.7682
F 0.4318 -0.2401 -2.3137
P -0.4810 -0.5199 -3.9383
F -0.0585 -2.0438 -3.6832
F -1.2429 -0.7821 -5.2650
F -0.7929 1.0396 -3.8367
F 0.9390 -0.2267 -4.5886
F -1.7688 -0.7832 -2.9876
```

⟨S²⟩   0.786
E_HOMO (alpha / beta)   -13.8 / -13.8 eV
Total charge   +2
Relative energy (zero: lowest compared OMol25 entry of this formula, charge and spin)   2.389 eV
Calculated total energy   -3563.98776 a.u.
Multiplicity   2
HOMO-LUMO gap (alpha / beta)   5.91 / 5.88 eV
LUMO (alpha / beta)   -0.28877 / -0.28981 Ha

***

# 5
This record from the Open Molecules 2025 dataset describes one molecule with the formula C18H20F3N3O5S. The level of theory is the ωB97M-V functional and the def2-TZVPD basis.

Geometry as XYZ:
```
50
Properties=species:S:1:pos:R:3
C 4.0012 -1.3362 -1.6348
C 3.9404 -0.7405 -0.2798
N 4.2499 0.5054 -0.0459
O 4.1168 0.7255 1.2861
C 3.7219 -0.3990 1.8912
C 3.5740 -1.3795 0.9421
S 3.1554 -3.0840 1.2075
O 3.4860 -3.4047 2.5645
O 3.7454 -3.8388 0.1431
N 1.5146 -3.2565 1.0611
C 0.9312 -3.0717 -0.2414
C 0.4076 -1.6468 -0.4458
H 1.2375 -0.9383 -0.4321
H -0.0847 -1.5761 -1.4180
C -0.5655 -1.2769 0.6842
C -0.9751 0.1839 0.5037
O -0.4007 1.0926 1.0558
N -2.0147 0.3370 -0.3674
C -2.6201 1.5162 -0.8094
C -2.2068 2.7814 -0.3952
C -2.8510 3.9049 -0.8699
C -3.9093 3.7807 -1.7590
C -4.3316 2.5325 -2.1815
C -3.6825 1.4084 -1.7026
H -4.0130 0.4343 -2.0328
H -5.1502 2.4088 -2.8717
O -4.4873 4.9962 -2.1727
C -5.5020 5.0027 -3.0079
F -5.8662 6.2594 -3.2362
F -6.5970 4.3600 -2.5583
F -5.2381 4.4538 -4.2092
H -2.5449 4.8902 -0.5605
H -1.3857 2.8758 0.2946
H -2.4132 -0.5059 -0.7583
C 0.1353 -1.4568 2.0325
C 0.6754 -2.8792 2.1700
H -0.1583 -3.5897 2.2201
H 1.2798 -2.9887 3.0698
H 0.9485 -0.7339 2.0931
H -0.5619 -1.2483 2.8451
H -1.4458 -1.9272 0.6360
H 0.1056 -3.7853 -0.3506
H 1.7036 -3.3201 -0.9694
C 3.5415 -0.4080 3.3587
H 3.5035 -1.4381 3.7024
H 2.6226 0.1094 3.6343
H 4.3714 0.1142 3.8299
H 3.0434 -1.2269 -2.1427
H 4.2363 -2.3943 -1.5507
H 4.7568 -0.8221 -2.2220
```

E_HOMO   -8.9 eV
Calculated total energy   -1936.17456 a.u.
Multiplicity   1
HOMO-LUMO gap   9.11 eV
LUMO   0.00829 Ha
SMILES string   Cc1noc(C)c1S(=O)(=O)N1CCC(C(=O)Nc2ccc(OC(F)(F)F)cc2)CC1